No. 1
Density functional theory data (wB97M-V/def2-TZVPD) for a cluster of 5 separate species, C2H16N2O4 in total.

```
24
C2H16N2O4, DFT wB97M-V/def2-TZVPD
N 2.4331 0.9940 -1.3666
C 1.2504 0.9697 -2.2436
C -0.0391 1.0042 -1.3304
N -0.8172 -0.1656 -1.8214
H 2.4345 1.8095 -0.7090
H 3.3480 1.1360 -1.9387
H 1.2787 0.0099 -2.8211
H 1.2758 1.8116 -2.9446
H 0.0304 0.9401 -0.2388
H -0.6353 2.0144 -1.5458
H -1.7610 -0.2815 -1.3700
H -0.9307 -0.0410 -2.8365
O -2.8817 -2.2570 0.6034
H -2.4875 -2.5191 -0.2793
H -2.0467 -1.9537 0.9370
O 0.7427 0.0428 2.2254
H 1.7155 -0.0143 2.6311
H 0.7660 -0.3240 1.3601
O -1.9709 1.0205 3.1588
H -1.0733 0.8258 3.0076
H -2.0165 1.9843 3.1507
O 1.4090 -1.4204 0.0403
H 2.2847 -1.1288 -0.1731
H 0.8457 -0.9983 -0.6936
```

Properties
SMILES: NCCN.O.O.O.O
E_HOMO: -0.36581 Ha
Energy relative to the best compared isomer or geometry (same formula, charge and spin): 2.121 eV
Electronic energy: -13502.811 eV
Gap between HOMO and LUMO: 10.5 eV

Atom charges from the natural (NBO) analysis, given in e for atoms 1 to 4: -0.87, -0.24, -0.25, -0.87


No. 2
Density functional theory data (wB97M-V/def2-TZVPD) for a structure of composition C42H57BrI2LuN6O3P2SSe.

```
116
C42H57BrI2LuN6O3P2SSe, DFT wB97M-V/def2-TZVPD
Lu -1.5146 -1.0819 2.7284
I -2.4251 -7.4840 -1.5844
C -2.4287 -5.7637 -0.3930
C -3.2986 -4.7542 -0.8233
C -3.0014 -3.4000 -0.5274
I -3.8738 -1.8815 -1.5840
C -2.0243 -3.1397 0.4903
O -1.6729 -1.8713 0.7790
C -1.3738 -4.2302 1.1578
C -0.2403 -3.9838 2.0992
N -0.7487 -3.1958 3.3345
C -1.6597 -4.0247 4.2366
C -2.9729 -3.2687 4.5133
C -3.7505 -3.7052 5.5759
C -4.9485 -3.0566 5.7924
C -5.3689 -2.0194 4.9264
C -4.4598 -1.6166 3.9903
N -3.2651 -2.1662 3.8182
C -1.5643 -5.5367 0.6826
H -4.1235 -4.9930 -1.4537
H 0.1888 -4.9051 2.4819
H 0.5750 -3.4240 1.6330
H 0.1002 -3.0599 3.9217
H -1.9026 -4.9467 3.7565
H -1.1228 -4.3264 5.2058
H -3.4001 -4.5470 6.1859
H -5.5852 -3.3645 6.5966
H -6.3533 -1.4979 5.0457
H -4.6742 -0.7582 3.3395
H -0.9114 -6.3441 1.0515
C 1.4741 -1.9696 -2.3914
P 2.3279 -0.3301 -2.5542
C 1.0789 0.6524 -3.4597
N 0.3459 -0.0660 -4.2741
C -0.8047 0.4143 -4.7275
C -1.7173 -0.5677 -5.2556
C -3.0589 -0.1574 -5.4376
C -3.4901 1.1045 -5.0299
C -2.5917 2.1000 -4.6825
C -1.2469 1.7460 -4.3748
N -0.3770 2.5557 -3.7320
C 0.7035 1.9758 -3.1310
P 1.8468 2.9647 -2.1783
C 0.8957 3.6977 -0.8249
C 2.4692 4.3726 -3.3199
C 3.7943 4.9601 -2.7586
C 2.7247 3.9541 -4.7775
C 1.3523 5.4526 -3.3470
C 3.7026 -0.5410 -3.8701
C 3.1302 -0.2837 -5.2762
C 4.2517 -1.9782 -3.7028
C 4.7976 0.5851 -3.7963
H 1.7834 -2.5132 -1.5025
H 1.6296 -2.5682 -3.2835
H 0.4021 -1.7409 -2.3427
H -1.3100 -1.5561 -5.4723
H -3.8206 -0.9247 -5.6344
H -4.5189 1.3177 -4.9994
H -2.8595 3.1543 -4.6522
H 1.3502 4.6339 -0.4729
H 0.9824 3.0191 0.0510
H -0.2100 3.7096 -0.9920
H 4.6326 4.6676 -3.4061
H 3.9815 4.6227 -1.7304
H 3.6573 6.0596 -2.7008
H 3.4797 3.1417 -4.8306
H 3.0897 4.8194 -5.3847
H 1.7773 3.6713 -5.2576
H 1.2133 6.0039 -2.4145
H 0.4104 5.0190 -3.7366
H 1.6635 6.1745 -4.1236
H 2.3121 -0.9121 -5.5823
H 3.9464 -0.3508 -5.9964
H 2.7358 0.7414 -5.3690
H 3.4610 -2.7239 -3.8711
H 4.6744 -2.1929 -2.6965
H 5.0852 -2.0727 -4.3742
H 4.3117 1.5841 -3.7255
H 5.4066 0.4981 -4.6979
H 5.5204 0.4276 -2.9614
O -2.2362 -0.2182 6.0810
N -1.6872 0.0425 5.0509
Se -1.3378 1.6782 3.9186
Br -3.0912 3.2751 1.5318
C -4.2513 2.0068 0.6678
C -5.0615 2.3999 -0.4381
C -6.1681 1.6433 -0.7214
C -6.3582 0.4384 -0.0430
C -5.4208 0.0366 0.8723
N -4.3844 0.8031 1.2108
H -4.8150 3.3168 -1.0035
H -6.8927 1.9425 -1.5064
H -7.2953 -0.1742 -0.2224
H -5.4386 -0.9308 1.3494
C 3.9234 -0.0070 6.7965
C 3.5297 -0.8403 5.5957
C 2.1508 -0.4745 4.9865
S 2.0728 -0.8344 3.1804
O 0.5128 -0.5843 2.8449
C 2.9570 0.5967 2.5091
C 2.6406 1.9578 3.1521
C 3.2479 3.0801 2.2594
H 4.9226 -0.3365 7.2082
H 3.1285 0.0066 7.6139
H 4.1167 1.0888 6.5930
H 3.4478 -1.9183 5.8206
H 4.3617 -0.8246 4.8483
H 1.9335 0.5954 5.0176
H 1.3160 -0.9595 5.4188
H 2.7281 0.5577 1.4482
H 4.0255 0.3825 2.6468
H 3.0630 2.0957 4.1507
H 1.5380 2.0759 3.3088
H 4.3766 3.0805 2.2868
H 2.8988 4.0770 2.4275
H 2.9512 2.9192 1.2233
```

Properties
E_HOMO: -0.32788 Ha
Energy relative to the best compared isomer or geometry (same formula, charge and spin): 1.778 eV
Electronic energy: -274178.438 eV
Charge: +1
Gap between HOMO and LUMO: 6.3 eV

Atom charges from the Mulliken analysis, given in e for atoms 1 to 4: 1.22, 0.10, -0.43, -0.56


No. 3
Density functional theory data (wB97M-V/def2-TZVPD) for the molecule C15H18N2O.

```
36
C15H18N2O, DFT wB97M-V/def2-TZVPD
C -5.2452 0.9214 -1.8584
C -3.8362 0.5522 -1.2876
C -2.6685 0.1873 -2.0938
C -1.3301 -0.1217 -1.5055
C -1.1517 -0.0975 -0.0500
C 0.1795 -0.3612 0.7345
C 1.3319 -1.0349 -0.0999
C 0.8377 -2.3691 -0.7713
N 0.6322 -3.3267 -1.3737
C 2.0029 -0.1005 -1.2073
C 1.5368 1.3754 -1.1849
N 1.0341 2.3850 -1.4052
C 2.5337 -1.5043 0.8803
C 2.7041 -0.6027 2.1673
C 3.0896 0.9107 1.8950
O 4.1675 1.3820 2.7391
C -2.3518 0.2512 0.7772
C -3.6560 0.5671 0.1983
H -6.0622 0.2194 -1.5360
H -5.5196 1.9317 -1.4205
H -5.2356 1.0823 -2.9778
H -2.8040 0.1829 -3.2106
H -0.4513 -0.3691 -2.1444
H -0.0787 -1.0736 1.5771
H 0.4751 0.6117 1.2197
H 3.1240 -0.0829 -1.0546
H 1.8508 -0.5757 -2.2219
H 2.2168 -2.5302 1.2497
H 3.4931 -1.6795 0.3113
H 1.8215 -0.6831 2.8691
H 3.5736 -1.0463 2.7488
H 3.3666 1.1422 0.8313
H 2.1879 1.5364 2.1712
H 4.9918 1.2082 2.2538
H -2.2572 0.2994 1.8970
H -4.5029 0.8121 0.8827
```

Properties
SMILES: Cc1ccc(C[C@@](C#N)(CC#N)CCCO)cc1
E_HOMO: -0.32242 Ha
Energy relative to the best compared isomer or geometry (same formula, charge and spin): 4.714 eV
Electronic energy: -20871.461 eV
Gap between HOMO and LUMO: 9.2 eV

Atom charges from the natural (NBO) analysis, given in e for atoms 1 to 4: -0.65, -0.01, -0.20, -0.22


No. 4
Density functional theory data (wB97M-V/def2-TZVPD) for a structure of composition C11H18FIN2O11S.

```
45
C11H18FIN2O11S, DFT wB97M-V/def2-TZVPD
C 1.8200 5.4279 2.4027
N 1.1802 4.2614 2.9884
C 1.5506 3.0315 2.3770
N 1.0729 2.9721 0.9535
I -0.8701 2.3504 0.7559
S 2.0896 2.1366 -0.0272
O 1.6318 2.1331 -1.3552
O 2.4090 0.8499 0.4689
F 3.3599 3.0172 0.0778
H 1.2267 6.3251 2.5454
H 2.0116 5.3452 1.3292
H 2.7835 5.5915 2.8889
H 0.1793 4.3638 3.0795
H 1.1859 2.1827 2.9504
H 2.6390 2.9786 2.3866
C -2.2967 0.5740 -4.5647
C -2.0049 -0.1552 -3.2759
O -2.1358 0.8842 -2.2967
C -2.9370 1.8430 -2.8168
O -3.3770 2.7562 -2.1961
O -3.1724 1.6215 -4.1334
H -2.7798 -0.0580 -5.3058
H -1.4043 1.0226 -5.0065
H -2.7307 -0.9369 -3.0641
H -1.0046 -0.5842 -3.2507
C -1.0896 -5.0468 -2.7380
C -0.8439 -5.0269 -4.2295
O -1.9990 -4.3402 -4.7217
C -2.4904 -3.5791 -3.7153
O -3.3431 -2.7609 -3.8437
O -1.8802 -3.8701 -2.5418
H -0.1730 -4.9982 -2.1560
H -1.6672 -5.9160 -2.4193
H 0.0469 -4.4572 -4.5001
H -0.7721 -6.0216 -4.6614
C 1.4707 -1.5320 3.7901
C 1.7710 -2.2315 5.0965
O 1.6235 -1.1787 6.0520
C 0.8076 -0.2366 5.5130
O 0.3546 0.6826 6.1082
O 0.5805 -0.4890 4.1975
H 0.9950 -2.1819 3.0602
H 2.3574 -1.0825 3.3392
H 1.0503 -3.0190 5.3258
H 2.7742 -2.6485 5.1330
```

Properties
E_HOMO: -0.34464 Ha
Electronic energy: -58853.734 eV
Gap between HOMO and LUMO: 8.9 eV

Atom charges from the natural (NBO) analysis, given in e for atoms 1 to 4: -0.42, -0.62, -0.08, -0.89


No. 5
Density functional theory data (wB97M-V/def2-TZVPD) for a cluster of 2 separate species, C6H6Br2 in total.

```
14
C6H6Br2, DFT wB97M-V/def2-TZVPD
C 1.8253 2.8023 0.3204
C 2.0314 1.8368 -0.3837
C -1.2410 -2.3747 0.2296
C -2.0423 -1.2280 0.2451
C 2.2715 0.6784 -1.0337
C -1.4959 0.0619 0.1449
Br 2.8016 -0.7034 0.2110
Br -2.5251 1.5702 0.0207
H 1.4320 3.6907 0.8719
H -1.6687 -3.3115 0.5128
H -0.1797 -2.2254 0.4092
H -3.1773 -1.3555 0.1374
H 2.3574 0.3498 -2.0053
H -0.3892 0.2085 0.3197
```

Properties
E_HOMO (spin up / spin down): -0.31338 / -0.28382 Ha
Energy relative to the best compared isomer or geometry (same formula, charge and spin): 4.211 eV
Electronic energy: -146398.455 eV
Gap between HOMO and LUMO (spin up / spin down): 8.1 / 6.5 eV

Atom charges from the natural (NBO) analysis, given in e for atoms 1 to 4: -0.13, -0.15, -0.35, -0.28


No. 6
Density functional theory data (wB97M-V/def2-TZVPD) for a cluster of 3 separate species, C28H30O8 in total.

```
66
C28H30O8, DFT wB97M-V/def2-TZVPD
C -2.5222 0.7162 1.4642
C -2.4865 0.6483 -0.1891
O -3.4258 -0.1364 -0.7862
O -1.4946 1.4464 -0.9592
C -0.5239 0.5278 -1.6399
C 0.9179 0.4676 -0.8238
C 1.3599 -1.0890 -0.4211
C 0.9236 -1.4692 1.1452
C 2.0730 -2.3457 1.9190
C 1.7435 -2.6585 3.5058
C 1.4306 -1.2144 4.2169
C 1.3169 -1.2664 5.8593
C 0.3071 0.0004 6.2748
C 0.4169 1.3297 5.5540
C -0.6098 2.5933 5.9312
O -0.2208 3.8747 5.8489
C -2.1585 2.1423 6.3694
C -2.2368 0.8252 7.1196
C -0.8719 -0.0944 7.4176
O -0.7320 -0.8403 8.5423
H -3.3000 1.5120 1.8775
H -2.7371 -0.3628 1.9054
H -1.4600 1.0752 1.8619
H -0.3055 1.0190 -2.6860
H -0.9946 -0.5454 -1.6980
H 1.7612 1.0196 -1.4476
H 0.7593 1.1405 0.1477
H 2.5511 -1.0949 -0.4825
H 0.8675 -1.8266 -1.1955
H 0.6490 -0.4493 1.6499
H -0.0840 -2.0986 1.0821
H 2.1189 -3.3994 1.3624
H 3.1575 -1.9080 1.8614
H 0.8224 -3.3803 3.5232
H 2.6397 -3.2551 4.0171
H 2.1765 -0.4057 3.8063
H 0.3526 -0.8807 3.8274
H 2.4101 -1.0527 6.2779
H 0.9199 -2.2851 6.2867
H 1.1904 1.5288 4.6985
H -3.1078 2.8001 6.1182
H -3.2472 0.3803 7.5075
O -1.6759 0.5173 -4.6508
C -2.7598 1.0265 -4.9007
C -3.9215 0.8332 -4.0106
C -5.1059 1.3881 -4.2856
C -5.3032 2.2192 -5.4898
O -6.3870 2.7284 -5.7397
C -4.1415 2.4125 -6.3799
C -2.9571 1.8576 -6.1049
H -3.7606 0.2215 -3.1310
H -5.9683 1.2557 -3.6438
H -4.3024 3.0242 -7.2596
H -2.0947 1.9900 -6.7468
O 3.7008 0.8673 -2.5377
C 3.8394 0.0675 -3.4530
C 2.6863 -0.3902 -4.2529
C 2.8385 -1.2657 -5.2513
C 4.1658 -1.8113 -5.5981
O 4.3044 -2.6111 -6.5134
C 5.3189 -1.3536 -4.7982
C 5.1667 -0.4781 -3.7998
H 1.7194 0.0198 -3.9866
H 2.0031 -1.6123 -5.8473
H 6.2858 -1.7636 -5.0645
H 6.0021 -0.1315 -3.2038
```

Properties
SMILES: CC(=O)OCCCCCCCCC1=CC(=O)C=CC1=O.O=C1C=CC(=O)C=C1.O=C1C=CC(=O)C=C1
E_HOMO: -0.36391 Ha
Electronic energy: -45888.098 eV
Gap between HOMO and LUMO: 8.1 eV

Atom charges from the natural (NBO) analysis, given in e for atoms 1 to 4: -0.74, 0.81, -0.60, -0.56


No. 7
Density functional theory data (wB97M-V/def2-TZVPD) for a cluster of 2 separate species, C4H5ClFO2 in total.

```
13
C4H5ClFO2, DFT wB97M-V/def2-TZVPD
C -0.7604 0.3420 1.4776
C -0.4876 -0.4063 -1.9182
C 0.7602 -0.9649 -2.1520
C 0.5937 0.2346 1.9185
O -1.2131 1.6301 1.2599
O -1.4348 -0.5526 0.9533
F 0.9083 -0.9829 2.4671
Cl 1.4147 1.6178 2.9418
H -1.1192 -0.6229 -0.9880
H -0.3527 2.1550 1.3114
H -0.8865 0.2735 -2.6450
H 1.4451 -0.8567 -2.9589
H 1.1322 -1.8667 -1.6674
```

Properties
E_HOMO: -0.11274 Ha
Energy relative to the best compared isomer or geometry (same formula, charge and spin): 2.535 eV
Electronic energy: -23562.865 eV
Charge: -1
Gap between HOMO and LUMO: 6.8 eV

Atom charges from the natural (NBO) analysis, given in e for atoms 1 to 4: 0.59, -0.38, -0.42, 0.01


No. 8
Density functional theory data (wB97M-V/def2-TZVPD) for the molecule C25H34N5O5P.

```
70
C25H34N5O5P, DFT wB97M-V/def2-TZVPD
O -0.0671 3.3827 -1.0800
C 0.4163 2.3558 -0.6507
N 1.4770 2.4059 0.2296
P 2.0459 1.2208 1.3189
O 1.3998 -0.0848 1.1875
N 3.7064 1.1537 1.2164
C 4.4813 2.3713 1.0910
C 4.8021 2.4692 -0.4045
C 4.8845 1.0011 -0.8587
C 4.3348 0.1914 0.3328
N 1.8621 2.0939 2.7572
C 0.4654 2.3798 3.0908
C 0.1203 1.5572 4.3458
C 1.3230 0.6307 4.5238
C 2.4550 1.4606 3.9266
C 0.0319 0.9949 -1.0488
C -1.1147 0.3042 -0.8456
N -2.2768 0.6731 -0.1976
C -2.6758 -0.1384 0.9430
C -4.1595 0.1011 1.2213
O -4.4155 1.4634 1.4687
C -4.0138 2.2501 0.3703
C -2.5249 2.0756 0.0629
C -1.0073 -1.0224 -1.4610
C -2.0666 -1.7937 -1.7554
C -2.0693 -3.0865 -2.4121
C -1.0070 -3.9947 -2.3348
C -1.0576 -5.2168 -2.9832
C -2.1674 -5.5751 -3.7252
C -3.2373 -4.6884 -3.7862
N -4.4122 -5.0517 -4.5365
O -5.3426 -4.2727 -4.5442
O -4.4042 -6.1170 -5.1174
C -3.2013 -3.4660 -3.1363
C 0.4353 -1.2313 -1.8110
C 1.0111 0.1891 -1.8591
H 1.7608 3.3528 0.4564
H 5.4038 2.2522 1.6707
H 3.9266 3.2214 1.4840
H 3.9935 2.9821 -0.9260
H 5.7273 3.0119 -0.5867
H 4.2909 0.8382 -1.7574
H 5.9103 0.7085 -1.0769
H 5.1574 -0.2886 0.8751
H 3.6150 -0.5770 0.0525
H 0.3533 3.4529 3.2793
H -0.1768 2.1121 2.2465
H -0.8108 1.0069 4.2257
H 0.0207 2.2163 5.2085
H 1.4973 0.3584 5.5626
H 1.1954 -0.2741 3.9289
H 2.7722 2.2451 4.6234
H 3.3192 0.8657 3.6321
H -2.4897 -1.1908 0.7336
H -2.0934 0.1499 1.8333
H -4.4777 -0.4390 2.1147
H -4.7529 -0.2395 0.3587
H -4.2302 3.2849 0.6389
H -4.5991 1.9733 -0.5195
H -2.2575 2.6630 -0.8152
H -1.9363 2.4381 0.9217
H -3.0484 -1.3949 -1.5370
H -0.1475 -3.7534 -1.7320
H -0.2246 -5.8988 -2.9046
H -2.2284 -6.5197 -4.2418
H -4.0547 -2.8083 -3.2091
H 0.9251 -1.7794 -1.0027
H 0.5683 -1.7742 -2.7458
H 1.0433 0.5637 -2.8873
H 2.0163 0.2539 -1.4433
```

Properties
SMILES: O=C(NP(=O)(N1CCCC1)N1CCCC1)C1=C(N2CCOCC2)/C(=C/c2cccc([N+](=O)[O-])c2)CC1
E_HOMO: -0.28828 Ha
Electronic energy: -53453.033 eV
Gap between HOMO and LUMO: 7.5 eV

Atom charges from the natural (NBO) analysis, given in e for atoms 1 to 4: -0.59, 0.69, -1.00, 2.41